[1]
Density functional theory data (ωB97M-V with the def2-TZVPD basis set) for a cluster of 13 separate species, C74H75N11O26 in total in a non-equilibrium geometry.

Each line ends with the Löwdin charge.
Atoms and positions in Å:
C -13.045 -12.250 -1.984  -0.0810
C -12.900 -13.213 -2.970  -0.0569
C -13.203 -14.538 -2.674  0.0050
C -13.797 -14.855 -1.465  -0.1392
C -14.017 -13.879 -0.519  -0.0193
C -13.637 -12.565 -0.774  -0.0554
N -14.168 -16.257 -1.180  -0.2986
O -14.946 -16.427 -0.256  0.0551
O -13.826 -17.128 -1.951  0.0618
H -12.762 -11.235 -2.236  0.0987
H -12.447 -12.976 -3.919  0.0788
H -13.076 -15.279 -3.453  0.0938
H -14.509 -14.106 0.416  0.0843
H -13.841 -11.774 -0.067  0.1151
C -21.379 -12.123 0.416  -0.0668
C -20.995 -11.047 -0.372  -0.0603
C -19.645 -10.875 -0.689  0.0018
C -18.703 -11.625 -0.010  -0.1318
C -19.076 -12.640 0.868  0.0075
C -20.418 -12.910 1.047  -0.0556
N -17.279 -11.335 -0.246  -0.3339
O -16.936 -10.292 -0.750  0.0911
O -16.519 -12.151 0.233  0.0705
H -22.434 -12.322 0.556  0.1072
H -21.752 -10.371 -0.743  0.1079
H -19.380 -10.033 -1.314  0.1191
H -18.353 -13.200 1.438  0.0869
H -20.724 -13.698 1.721  0.0998
C -13.137 -23.605 -1.476  -0.0761
C -12.217 -22.863 -2.217  -0.0681
C -11.978 -21.547 -1.870  -0.0100
C -12.681 -20.991 -0.800  -0.1336
C -13.668 -21.713 -0.145  0.0022
C -13.895 -23.042 -0.471  -0.0540
N -12.520 -19.569 -0.456  -0.3254
O -13.400 -19.109 0.237  0.0656
O -11.455 -19.039 -0.718  0.0765
H -13.231 -24.667 -1.669  0.1101
H -11.686 -23.413 -2.982  0.1099
H -11.265 -20.946 -2.418  0.1175
H -14.238 -21.257 0.652  0.1147
H -14.617 -23.695 -0.001  0.1134
C -17.050 -13.341 -3.734  -0.0394
C -16.386 -12.132 -3.555  -0.0495
C -16.905 -10.927 -3.994  -0.0149
C -18.173 -10.943 -4.553  -0.1522
C -18.857 -12.134 -4.745  -0.0042
C -18.294 -13.340 -4.366  -0.0393
N -18.772 -9.706 -5.088  -0.3349
O -18.216 -8.658 -4.785  0.0528
O -19.738 -9.770 -5.839  0.0711
H -16.582 -14.237 -3.351  0.0828
H -15.412 -12.187 -3.085  0.0887
H -16.414 -10.015 -3.690  0.1144
H -19.787 -12.081 -5.297  0.1184
H -18.783 -14.297 -4.499  0.1059
C -15.394 -9.977 -7.540  -0.0554
C -14.336 -10.751 -7.996  -0.0618
C -13.131 -10.650 -7.289  -0.0181
C -13.056 -10.004 -6.087  -0.1417
C -14.143 -9.281 -5.581  0.0116
C -15.275 -9.217 -6.372  -0.0641
N -11.856 -10.098 -5.245  -0.3352
O -10.816 -10.443 -5.785  0.0656
O -11.940 -9.828 -4.076  0.0853
H -16.280 -9.922 -8.160  0.1119
H -14.367 -11.241 -8.957  0.1036
H -12.300 -11.264 -7.621  0.1076
H -14.113 -8.866 -4.584  0.1228
H -16.170 -8.672 -6.102  0.0936
C -14.635 -14.522 -9.310  -0.0657
C -15.654 -15.486 -9.349  -0.0590
C -15.961 -16.208 -8.210  0.0056
C -15.261 -15.973 -7.017  -0.1363
C -14.254 -15.032 -7.027  -0.0001
C -13.972 -14.245 -8.134  -0.0611
N -15.478 -16.760 -5.828  -0.3204
O -15.866 -17.902 -5.978  0.1001
O -15.248 -16.248 -4.742  0.0496
H -14.363 -14.065 -10.255  0.1081
H -16.168 -15.754 -10.260  0.1081
H -16.700 -16.995 -8.279  0.1210
H -13.681 -14.823 -6.132  0.0954
H -13.354 -13.366 -8.021  0.0835
C -9.865 -16.878 1.421  -0.0778
C -9.241 -16.450 2.596  -0.0635
C -9.538 -15.201 3.085  -0.0081
C -10.421 -14.388 2.388  -0.1426
C -10.995 -14.811 1.192  0.0083
C -10.708 -16.079 0.696  -0.0569
N -10.631 -12.991 2.761  -0.3538
O -11.077 -12.255 1.903  0.0610
O -10.330 -12.646 3.883  0.0850
H -9.633 -17.882 1.083  0.1011
H -8.576 -17.174 3.043  0.1068
H -9.065 -14.803 3.974  0.1194
H -11.657 -14.163 0.637  0.0944
H -11.109 -16.342 -0.273  0.0976
C -12.100 -19.674 -5.362  -0.0681
C -13.039 -19.076 -4.526  -0.0696
C -14.108 -19.810 -4.037  -0.0075
C -14.266 -21.118 -4.486  -0.1421
C -13.466 -21.636 -5.493  -0.0010
C -12.310 -20.948 -5.857  -0.0629
N -15.457 -21.864 -4.035  -0.3360
O -16.163 -21.352 -3.189  0.0579
O -15.585 -22.997 -4.458  0.0792
H -11.279 -19.025 -5.641  0.1015
H -12.888 -18.067 -4.165  0.0954
H -14.708 -19.217 -3.359  0.1077
H -13.651 -22.633 -5.866  0.1186
H -11.578 -21.344 -6.547  0.1061
C -16.428 -18.833 1.281  -0.0909
C -16.538 -19.417 0.042  -0.0683
C -17.504 -20.414 -0.175  0.0148
C -18.266 -20.860 0.899  -0.1454
C -18.157 -20.273 2.147  -0.0012
C -17.265 -19.215 2.313  -0.0672
N -19.067 -22.074 0.705  -0.3614
O -19.597 -22.554 1.686  0.0733
O -19.243 -22.469 -0.424  0.0797
H -15.683 -18.087 1.528  0.0951
H -15.936 -19.104 -0.799  0.0867
H -17.511 -20.867 -1.155  0.0940
H -18.584 -20.696 3.045  0.1181
H -17.152 -18.719 3.268  0.1072
C -18.514 -15.081 3.237  -0.1009
C -17.471 -15.448 2.397  -0.0750
C -16.213 -14.868 2.529  0.0103
C -16.071 -13.952 3.566  -0.1282
C -17.113 -13.494 4.354  0.0029
C -18.344 -14.141 4.241  -0.0584
N -14.759 -13.276 3.718  -0.3389
O -14.631 -12.609 4.722  0.0869
O -13.879 -13.419 2.899  0.0785
H -19.478 -15.540 3.058  0.1092
H -17.793 -16.121 1.612  0.1115
H -15.377 -15.179 1.920  0.0928
H -17.066 -12.628 4.996  0.1221
H -19.103 -13.845 4.952  0.1102
C -8.321 -15.050 -9.382  -0.0689
C -8.609 -13.789 -8.880  -0.0547
C -9.487 -13.663 -7.802  -0.0049
C -10.072 -14.787 -7.264  -0.1372
C -9.814 -16.049 -7.791  0.0043
C -8.925 -16.184 -8.847  -0.0582
N -10.979 -14.636 -6.114  -0.3204
O -11.534 -15.636 -5.690  0.0581
O -11.185 -13.521 -5.693  0.0690
H -7.578 -15.173 -10.159  0.1089
H -8.002 -12.973 -9.245  0.1113
H -9.712 -12.655 -7.480  0.1115
H -10.296 -16.911 -7.350  0.1100
H -8.624 -17.150 -9.227  0.1089
C -19.057 -21.128 -4.844  -0.0998
O -19.232 -19.738 -4.814  -0.1726
C -18.811 -19.097 -3.645  -0.2222
C -19.285 -17.651 -3.683  -0.1970
O -18.880 -16.843 -2.608  -0.1599
C -17.493 -16.767 -2.407  -0.1178
H -19.615 -21.552 -4.003  0.0953
H -18.026 -21.494 -4.843  0.0646
H -19.487 -21.537 -5.759  0.0877
H -17.714 -19.130 -3.613  0.1070
H -19.191 -19.589 -2.738  0.1313
H -20.366 -17.569 -3.782  0.1311
H -18.878 -17.250 -4.626  0.1217
H -17.315 -16.036 -1.621  0.0899
H -16.911 -16.415 -3.268  0.0541
H -16.992 -17.718 -2.212  0.0651
C -9.228 -11.814 -1.173  -0.0767
O -8.636 -11.393 -2.404  -0.2096
C -7.282 -11.020 -2.303  -0.2206
C -6.707 -10.385 -3.572  -0.2077
O -6.502 -11.313 -4.608  -0.1633
C -7.622 -11.417 -5.468  -0.1158
H -8.746 -12.756 -0.902  0.0932
H -10.264 -12.002 -1.457  0.0691
H -9.254 -10.979 -0.470  0.0931
H -6.703 -11.942 -2.144  0.1288
H -7.145 -10.329 -1.462  0.1231
H -5.768 -9.933 -3.247  0.1237
H -7.418 -9.614 -3.891  0.1243
H -8.434 -12.021 -5.053  0.0773
H -7.318 -11.923 -6.386  0.0749
H -8.055 -10.450 -5.733  0.0798

Its HOMO energy is -9.4 eV. Its gap between HOMO and LUMO is 8.27 eV. For the LUMO energy, the calculation gives -1.12 eV.

[2]
Density functional theory data (ωB97M-V with the def2-TZVPD basis set) for the ion C3H7N4 with charge +1 in a non-equilibrium geometry.

Each line ends with the Löwdin charge.
Atoms and positions in Å:
N -0.786 1.461 -1.260  0.2455
C -0.357 1.140 -0.064  -0.2714
N -0.469 1.931 1.028  0.2286
C 0.249 -0.101 0.315  -0.1278
N 1.403 -0.581 0.411  0.2078
C 0.467 -1.616 0.680  -0.2578
N 0.347 -2.374 -0.476  0.0918
H -0.511 0.822 -2.026  0.1645
H -0.837 2.415 -1.574  0.1469
H -0.469 1.587 1.957  0.1276
H -0.409 2.916 1.025  0.1250
H 0.225 -2.092 1.548  0.1202
H 0.251 -3.359 -0.278  0.1003
H 0.897 -2.147 -1.287  0.0987

The value obtained for the energy above the lowest of the compared OMol25 structures with the same formula, charge and spin is 65.11 kcal per mole. Its total charge is +1. Its HOMO energy is -12.8 eV. Its gap between HOMO and LUMO is 8.49 eV. For the LUMO energy, the calculation gives -4.34 eV. The SMILES is NC(=[NH2+])C1=N[C@@H]1N.

[3]
Density functional theory data (ωB97M-V with the def2-TZVPD basis set) for a structure of composition C47H47N8OSSeSiYb in a non-equilibrium geometry.

Each line ends with the Löwdin charge.
Atoms and positions in Å:
Yb 0.505 0.739 0.347  1.1029
C -3.134 3.287 3.097  -0.1235
C -2.379 3.181 4.256  -0.1175
C -1.006 3.044 4.161  -0.0547
C -0.357 2.995 2.925  -0.2164
C -1.136 3.082 1.747  -0.6339
C -2.517 3.243 1.863  -0.1464
C 1.109 2.990 2.860  -0.2392
C 1.792 3.936 3.619  -0.0164
C 3.169 4.015 3.581  -0.0027
C 3.873 3.075 2.797  -0.1666
C 5.273 3.022 2.768  -0.0544
C 5.936 2.091 1.987  -0.0863
C 5.208 1.212 1.201  -0.0636
C 3.820 1.245 1.209  -0.0341
C 3.114 2.149 2.020  -0.1913
N 1.747 2.111 2.035  0.0935
H -4.203 3.441 3.158  0.0934
H -2.862 3.230 5.226  0.0867
H -0.419 2.980 5.068  0.1072
H -3.097 3.371 0.960  0.0864
H 1.220 4.639 4.209  0.1096
H 3.719 4.774 4.123  0.1065
H 5.819 3.728 3.383  0.0986
H 7.018 2.048 2.002  0.0960
H 5.722 0.490 0.578  0.1089
H 3.263 0.533 0.613  0.0629
C -3.148 -0.044 2.012  -0.0369
C -1.935 -0.661 2.644  -0.3431
C -2.072 -1.399 3.806  -0.0889
C -0.931 -1.983 4.353  -0.1024
C 0.267 -1.865 3.706  -0.0562
C 0.341 -1.157 2.475  -0.4699
N -0.773 -0.508 2.011  0.0579
N 1.402 -1.084 1.679  -0.1276
Si 2.728 -2.182 1.785  0.4413
C 3.788 -2.201 0.210  -0.1585
C 2.082 -3.987 2.042  -0.1795
C 3.948 -1.854 3.236  -0.1754
H -3.803 -0.835 1.640  0.0752
H -2.851 0.589 1.180  0.0487
H -3.693 0.554 2.741  0.0675
H -3.037 -1.507 4.282  0.0888
H -1.003 -2.551 5.273  0.0930
H 1.166 -2.299 4.110  0.0748
H 3.207 -2.247 -0.705  -0.0083
H 4.434 -3.074 0.209  0.0291
H 4.431 -1.331 0.145  0.0059
H 1.029 -4.064 1.785  0.0080
H 2.195 -4.318 3.071  0.0051
H 2.629 -4.683 1.414  0.0126
H 4.237 -0.808 3.262  0.0023
H 4.850 -2.442 3.098  0.0147
H 3.543 -2.114 4.210  0.0016
C -5.692 -0.387 -2.376  -0.0330
N -4.304 -0.584 -2.791  -0.0772
N -3.444 0.406 -2.268  0.0546
C -2.421 -0.189 -1.511  -0.3421
O -1.514 0.451 -0.902  -0.1201
C -2.637 -1.584 -1.610  0.0857
C -3.747 -1.818 -2.380  -0.2317
C -4.346 -3.101 -2.833  -0.0142
C -3.617 1.713 -2.685  -0.1736
C -3.063 2.783 -1.971  -0.0206
C -3.357 4.080 -2.323  -0.0733
C -4.202 4.359 -3.391  -0.1051
C -4.703 3.306 -4.143  -0.1087
C -4.412 1.999 -3.808  -0.0532
H -5.980 0.647 -2.553  0.0760
H -5.833 -0.613 -1.311  0.1008
H -6.321 -1.044 -2.973  0.0878
H -2.004 -2.332 -1.176  0.1185
H -3.611 -3.893 -2.714  0.0825
H -4.627 -3.040 -3.886  0.0875
H -5.241 -3.369 -2.262  0.0816
H -2.379 2.586 -1.161  0.0091
H -2.923 4.883 -1.744  0.1026
H -4.446 5.381 -3.648  0.0905
H -5.330 3.508 -5.003  0.0945
H -4.776 1.190 -4.425  0.1048
S -0.398 3.266 0.172  0.5894
Se 4.121 -2.606 -3.695  0.2457
N 4.627 -0.939 -3.394  -0.4911
C 3.909 -0.010 -2.793  -0.4364
C 4.497 1.256 -2.672  -0.0850
C 3.822 2.277 -2.023  -0.1549
C 2.587 2.031 -1.462  -0.2710
N 1.947 0.838 -1.513  -0.0452
C 2.558 -0.178 -2.231  -0.3751
N 2.006 -1.317 -2.472  -0.0584
H 5.473 1.413 -3.111  0.0825
H 4.254 3.264 -1.939  0.0759
H 2.049 2.844 -0.974  0.0384
C 0.700 -1.649 -1.996  -0.2386
C 0.270 -2.954 -2.610  -0.2208
C 0.072 -3.033 -3.984  -0.0429
C -0.325 -4.216 -4.576  -0.1020
C -0.538 -5.344 -3.800  -0.1312
C -0.343 -5.278 -2.432  -0.1115
C 0.064 -4.093 -1.842  -0.0507
H 0.683 -1.739 -0.884  0.0932
H -0.021 -0.866 -2.293  0.0991
H 0.254 -2.156 -4.585  0.1154
H -0.467 -4.263 -5.649  0.0915
H -0.842 -6.271 -4.268  0.0831
H -0.496 -6.160 -1.821  0.0894
H 0.232 -4.055 -0.774  0.1023

The value obtained for the energy above the lowest of the compared OMol25 structures with the same formula, charge and spin is 0.00 kcal per mole. Its total charge is -2. Its HOMO energy (alpha / beta) is 0.7 / 0.7 eV. As for the multiplicity: 2. As for the expectation value of S²: 0.799. Its gap between HOMO and LUMO (alpha / beta) is 2.88 / 2.90 eV. For the LUMO energy (alpha / beta), the calculation gives 3.61 / 3.61 eV.